Below is a cluster of 10 separate species, C52H56BBr2FN9O3 in total at a distorted geometry, with properties calculated with the ωB97M-V functional and the def2-TZVPD basis.

Each line ends with the Löwdin charge.
Atoms and positions in Å:
C: 4.990 -2.007 3.822  -0.17
C: 3.472 -2.563 4.037  -0.66
Br: 3.698 -4.200 5.195  0.53
C: 2.827 -3.068 2.640  -0.55
Br: 2.471 -5.055 2.666  0.63
C: 1.567 -2.221 2.130  -0.32
O: 1.749 -1.206 1.125  -0.11
B: 0.546 -0.315 1.280  -0.63
O: -0.384 -0.866 2.315  -0.09
C: 0.549 -1.546 3.188  -0.29
C: 0.018 -2.387 4.448  -0.01
C: -0.871 -3.671 4.067  -0.31
O: -0.456 -4.784 4.474  0.02
F: -2.094 -3.585 3.352  0.03
H: 5.401 -1.846 4.881  0.06
H: 5.615 -2.794 3.269  0.08
H: 4.987 -0.981 3.316  0.09
H: 2.903 -1.726 4.559  0.09
H: 3.655 -2.944 1.842  0.11
H: 0.905 -2.992 1.563  0.13
H: 0.086 -0.050 0.216  0.04
H: 1.026 0.719 1.694  0.05
H: 1.141 -0.659 3.653  0.15
H: -0.696 -1.684 5.033  0.12
H: 0.851 -2.644 5.205  0.12
N: -3.544 2.285 4.631  0.06
C: -4.277 2.476 5.740  -0.18
C: -4.599 1.468 6.635  -0.09
C: -4.143 0.184 6.368  -0.08
C: -3.386 -0.040 5.227  -0.07
C: -3.115 1.034 4.400  -0.13
H: -4.612 3.496 5.902  0.09
H: -5.192 1.680 7.516  0.08
H: -4.375 -0.633 7.042  0.10
H: -3.014 -1.027 4.983  0.09
H: -2.524 0.905 3.498  0.11
N: 0.044 -0.173 -2.608  0.07
C: 0.269 0.611 -3.675  -0.15
C: 0.991 0.213 -4.789  -0.10
C: 1.518 -1.070 -4.804  -0.10
C: 1.304 -1.903 -3.715  -0.08
C: 0.565 -1.412 -2.649  -0.13
H: -0.161 1.606 -3.615  0.10
H: 1.138 0.889 -5.622  0.07
H: 2.091 -1.419 -5.657  0.09
H: 1.702 -2.910 -3.693  0.09
H: 0.368 -2.026 -1.776  0.10
N: 2.676 2.568 -6.529  0.05
C: 2.640 3.910 -6.503  -0.15
C: 3.656 4.700 -5.991  -0.08
C: 4.776 4.071 -5.469  -0.08
C: 4.841 2.686 -5.479  -0.07
C: 3.774 1.984 -6.017  -0.15
H: 1.742 4.356 -6.920  0.10
H: 3.573 5.780 -6.000  0.10
H: 5.593 4.656 -5.057  0.09
H: 5.700 2.163 -5.079  0.10
H: 3.779 0.899 -6.051  0.10
N: 0.487 -5.284 -1.830  0.06
C: -0.064 -6.322 -2.481  -0.16
C: -0.019 -7.630 -2.027  -0.08
C: 0.637 -7.887 -0.832  -0.09
C: 1.218 -6.835 -0.138  -0.09
C: 1.114 -5.560 -0.674  -0.15
H: -0.563 -6.070 -3.412  0.10
H: -0.484 -8.427 -2.593  0.09
H: 0.695 -8.897 -0.444  0.07
H: 1.737 -7.000 0.797  0.04
H: 1.548 -4.704 -0.168  0.07
N: 8.380 5.563 -4.632  0.05
C: 9.228 4.530 -4.498  -0.15
C: 10.274 4.272 -5.370  -0.08
C: 10.457 5.128 -6.446  -0.08
C: 9.595 6.203 -6.609  -0.08
C: 8.581 6.376 -5.681  -0.16
H: 9.042 3.888 -3.644  0.10
H: 10.928 3.424 -5.211  0.10
H: 11.264 4.959 -7.151  0.10
H: 9.708 6.890 -7.439  0.10
H: 7.884 7.204 -5.764  0.10
N: 1.363 -11.077 -1.702  0.06
C: 0.812 -12.114 -2.353  -0.15
C: 0.856 -13.422 -1.898  -0.08
C: 1.512 -13.680 -0.703  -0.09
C: 2.093 -12.627 -0.011  -0.07
C: 1.990 -11.354 -0.548  -0.15
H: 0.313 -11.863 -3.284  0.10
H: 0.391 -14.220 -2.464  0.10
H: 1.570 -14.691 -0.315  0.10
H: 2.613 -12.792 0.925  0.10
H: 2.425 -10.498 -0.041  0.10
N: -7.660 2.671 7.379  0.06
C: -7.324 3.619 6.490  -0.15
C: -7.679 4.953 6.613  -0.06
C: -8.430 5.333 7.716  -0.09
C: -8.793 4.373 8.650  -0.08
C: -8.385 3.066 8.438  -0.16
H: -6.740 3.273 5.644  0.08
H: -7.377 5.676 5.865  0.11
H: -8.729 6.367 7.847  0.10
H: -9.379 4.634 9.522  0.10
H: -8.642 2.280 9.142  0.10
N: -6.581 5.013 2.232  0.04
C: -5.731 3.981 2.365  -0.16
C: -4.685 3.726 1.493  -0.06
C: -4.504 4.583 0.417  -0.07
C: -5.369 5.657 0.254  -0.09
C: -6.383 5.828 1.183  -0.17
H: -5.915 3.338 3.220  0.08
H: -4.028 2.880 1.651  0.10
H: -3.698 4.416 -0.288  0.09
H: -5.257 6.344 -0.575  0.07
H: -7.082 6.654 1.101  0.09
N: -3.218 6.122 -2.225  0.06
C: -4.177 5.784 -3.105  -0.15
C: -4.035 5.888 -4.479  -0.07
C: -2.835 6.372 -4.980  -0.08
C: -1.828 6.729 -4.095  -0.08
C: -2.066 6.585 -2.737  -0.14
H: -5.098 5.414 -2.666  0.10
H: -4.841 5.599 -5.141  0.10
H: -2.685 6.469 -6.050  0.10
H: -0.879 7.111 -4.451  0.10
H: -1.308 6.848 -2.007  0.11

For the maximum force, the calculation gives 5.47 eV Å⁻¹. Its total energy is -8006.30929 Ha. Its molecular weight is 1044.7 Da. The charge is -1.

Below is a structure of composition C48H55N4TeTi at a distorted geometry, with properties calculated with the ωB97M-V functional and the def2-TZVPD basis.

Each line ends with the Mulliken spin population.
Atoms and positions in Å:
Ti: -0.084 0.274 -0.482  1.08
C: 3.048 4.866 3.150  0.00
C: 1.557 4.732 2.865  -0.01
C: 1.162 3.346 2.482  -0.06
C: 0.553 2.405 3.197  0.05
C: 0.163 2.521 4.643  0.00
C: 1.250 1.996 5.576  0.00
C: 0.428 1.204 2.385  -0.11
C: -0.001 0.070 2.960  0.08
C: 0.159 -1.204 2.289  0.01
C: -0.259 -2.481 2.597  0.02
C: -0.836 -2.977 3.879  0.02
C: 0.186 -3.773 4.675  0.00
C: -0.135 -3.176 1.355  0.08
C: 0.374 -2.208 0.441  0.03
C: 0.347 -2.472 -1.102  0.21
C: 0.305 -1.803 -2.282  -0.15
N: 0.228 -0.463 -2.542  0.11
C: 0.864 -0.268 -3.629  0.19
C: 1.396 1.044 -3.918  -0.06
C: 1.651 1.894 -2.886  0.12
N: 1.563 1.808 -1.461  -0.06
C: 1.938 3.050 -1.053  0.08
C: 1.955 3.516 0.182  -0.04
C: 1.337 2.651 1.175  0.16
N: 0.903 1.415 1.047  0.07
C: 2.263 3.935 -2.158  0.07
C: 2.078 3.243 -3.277  0.00
C: 2.204 3.774 -4.676  0.00
C: 0.854 4.164 -5.272  0.00
C: 2.555 5.405 -2.053  0.00
C: 4.022 5.695 -1.782  0.01
C: 0.897 -1.456 -4.487  -0.09
C: 0.461 -2.398 -3.619  0.04
C: 0.008 -3.784 -3.955  0.00
C: 1.143 -4.793 -3.988  0.01
C: 1.052 -1.452 -5.961  0.01
C: 2.504 -1.474 -6.404  0.00
N: 0.908 -1.233 1.222  -0.01
C: -0.596 -4.571 1.066  -0.01
C: 0.566 -5.545 0.961  0.01
H: 3.282 5.895 3.442  0.00
H: 3.659 4.624 2.275  0.00
H: 3.357 4.207 3.967  0.00
H: 1.253 5.447 2.092  0.00
H: 1.016 5.052 3.763  0.00
H: -0.783 2.004 4.836  0.00
H: -0.038 3.566 4.905  0.00
H: 1.460 0.936 5.403  0.00
H: 0.938 2.110 6.620  0.00
H: 2.186 2.550 5.446  0.00
H: -0.392 0.031 3.962  0.02
H: -1.716 -3.594 3.669  0.00
H: -1.184 -2.130 4.480  0.00
H: 0.514 -4.663 4.128  0.00
H: -0.246 -4.104 5.625  0.00
H: 1.074 -3.171 4.896  0.00
H: 0.361 -3.547 -1.235  0.04
H: 1.539 1.285 -4.956  0.00
H: 2.267 4.514 0.418  -0.01
H: 2.712 3.053 -5.326  0.00
H: 2.853 4.657 -4.693  0.00
H: 0.178 3.306 -5.350  0.00
H: 0.991 4.572 -6.279  0.00
H: 0.359 4.928 -4.664  0.00
H: 1.932 5.871 -1.281  0.00
H: 2.265 5.921 -2.976  0.00
H: 4.354 5.254 -0.837  0.00
H: 4.184 6.777 -1.724  0.00
H: 4.655 5.303 -2.585  0.00
H: -0.491 -3.783 -4.932  0.00
H: -0.761 -4.117 -3.247  0.00
H: 1.879 -4.532 -4.756  0.00
H: 0.750 -5.787 -4.226  0.00
H: 1.656 -4.853 -3.024  0.00
H: 0.556 -0.568 -6.380  0.00
H: 0.538 -2.314 -6.400  0.00
H: 3.050 -0.601 -6.035  0.00
H: 2.558 -1.467 -7.498  0.00
H: 3.012 -2.376 -6.047  0.00
H: -1.183 -4.576 0.142  0.01
H: -1.272 -4.906 1.860  0.00
H: 1.246 -5.277 0.146  0.00
H: 0.194 -6.556 0.768  0.00
H: 1.151 -5.569 1.886  0.00
Te: -2.151 0.247 1.335  0.03
C: -3.752 0.199 2.718  0.06
C: -4.951 0.858 2.425  -0.01
C: -6.011 0.823 3.337  0.01
C: -5.873 0.127 4.543  0.00
C: -4.675 -0.533 4.836  0.00
C: -3.615 -0.498 3.925  -0.01
C: -2.912 -1.512 0.437  0.03
C: -2.498 -2.768 0.896  -0.02
C: -3.004 -3.930 0.305  0.02
C: -3.925 -3.837 -0.745  -0.01
C: -4.339 -2.583 -1.203  0.00
C: -3.833 -1.420 -0.612  0.00
H: -5.061 1.396 1.492  0.00
H: -6.938 1.333 3.109  0.00
H: -6.693 0.100 5.248  0.00
H: -4.569 -1.072 5.769  0.00
H: -2.690 -1.011 4.154  0.00
H: -1.787 -2.843 1.708  0.00
H: -2.684 -4.901 0.660  0.00
H: -4.317 -4.737 -1.202  0.00
H: -5.052 -2.511 -2.014  0.00
H: -4.157 -0.451 -0.968  0.00
H: -1.395 0.673 -1.588  -0.05

For the maximum force, the calculation gives 7.08 eV Å⁻¹. Its total energy is -3198.33570 Ha. Its spin multiplicity is 3. Its molecular weight is 863.5 Da. The charge is -1. As for the expectation value of S²: 2.10.

Below is a structure of composition C4H7N2 at a distorted geometry, with properties calculated with the ωB97M-V functional and the def2-TZVPD basis.

Each line ends with the Löwdin charge.
Atoms and positions in Å:
C: -1.456 -0.321 -0.674  0.08
C: -0.624 -1.306 -0.319  0.07
C: 0.963 0.358 0.826  -0.07
C: -0.273 0.618 -0.844  -0.25
N: -0.009 1.361 0.381  0.03
N: 0.677 -0.444 -0.430  0.06
H: -2.472 -0.075 -0.873  0.13
H: -0.725 -2.308 0.054  0.13
H: 1.983 0.827 0.800  0.15
H: 0.748 -0.088 1.833  0.16
H: -0.242 1.424 -1.752  0.22
H: -0.777 1.560 0.921  0.09
H: 1.607 -0.749 -0.696  0.20

For the maximum force, the calculation gives 5.23 eV Å⁻¹. Its total energy is -265.73053 Ha. Its energy above the lowest of the compared OMol25 structures with the same formula, charge and spin is 111.7 kcal/mol. Its molecular weight is 83.1 Da. The charge is +1.